P) A 5-piece molecular cluster, C17H19Cl4N3 overall, computed with ωB97M-V/def2-TZVPD.

HOMO level (Eh): -0.346
SMILES: c1ccncc1.c1ccncc1.c1ccncc1.ClCCl.ClCCl

```
! wB97M-V def2-TZVPD RIJCOSX def2/J DEFGRID3
* xyz 0 1
C -12.96612 1.41149 -2.05940
C -13.20708 0.53953 -1.03026
C -12.62934 -0.73738 -1.02649
N -11.95588 -1.24750 -2.05604
C -11.75174 -0.38815 -3.08860
C -12.21614 0.90864 -3.11468
H -13.41385 2.39527 -2.04039
H -13.73774 0.90510 -0.15726
H -12.70320 -1.39335 -0.16799
H -11.21412 -0.78920 -3.93717
H -11.86535 1.55768 -3.90954
C -8.67340 -0.34378 -8.11574
C -8.65996 -1.62672 -7.55913
C -9.80873 -2.03504 -6.88637
N -10.88967 -1.27700 -6.65287
C -10.86305 -0.08807 -7.23289
C -9.78195 0.46071 -7.89551
H -7.80426 -0.01423 -8.67264
H -7.88126 -2.33260 -7.80470
H -9.87042 -3.07733 -6.59117
H -11.68365 0.61436 -7.08672
H -9.86036 1.46318 -8.29217
C -16.20237 2.04996 -4.77988
C -15.56831 3.22925 -4.47021
C -14.38205 3.56798 -5.12132
N -13.80098 2.75488 -5.99486
C -14.36919 1.56495 -6.22716
C -15.58255 1.18759 -5.66408
H -17.15743 1.80856 -4.33103
H -16.00565 3.87395 -3.71675
H -13.93805 4.53267 -4.91226
H -13.88300 0.93761 -6.96152
H -15.99140 0.23259 -5.96781
Cl -4.15999 -0.12396 -10.48032
C -5.24320 -1.51115 -10.40793
Cl -4.73680 -2.66857 -9.14615
H -6.25590 -1.18840 -10.19347
H -5.24725 -2.02807 -11.36086
Cl -7.96272 -7.54264 -5.56024
C -7.16599 -5.92890 -5.74647
Cl -7.48568 -5.24193 -7.31184
H -7.58206 -5.30932 -4.96430
H -6.09875 -6.09390 -5.68559
*
```

=====

Q) C17H19Cl4N3 as an isolated structure, computed with ωB97M-V/def2-TZVPD.

HOMO level (Eh): -0.301

```
! wB97M-V def2-TZVPD RIJCOSX def2/J DEFGRID3
* xyz 0 1
N 1.40858 -2.41661 2.94120
C 1.04216 -1.29533 2.27714
C 1.38010 -0.01601 2.78596
C 2.11482 0.10979 4.02860
C 2.47539 -0.99062 4.67475
C 2.14573 -2.28277 4.16358
H 0.58399 -1.43567 1.30926
H 1.06684 0.83120 2.19393
H 2.48812 1.06415 4.36953
H 3.04408 -0.86838 5.58474
H 2.51394 -3.14589 4.69822
N 0.10043 0.88067 -2.07621
C 1.09472 1.64488 -1.58507
C 1.72417 1.32576 -0.34140
C 1.30023 0.20463 0.37765
C 0.31535 -0.57745 -0.16100
C -0.25057 -0.24934 -1.40993
H 1.11603 2.56785 -2.14547
H 2.50970 2.00830 -0.05247
H 1.72180 -0.06549 1.33458
H -0.06765 -1.43942 0.36505
H -1.02149 -0.89326 -1.80674
N -2.09013 3.16274 0.30661
C -3.09640 3.81737 -0.30597
C -3.50953 3.43742 -1.63688
C -2.90681 2.29590 -2.22176
C -1.93614 1.60720 -1.52154
C -1.57197 2.02672 -0.20773
H -3.49470 4.75597 0.05013
H -4.17932 4.11973 -2.13912
H -3.24210 1.95610 -3.19053
H -1.42198 0.77820 -1.98500
H -0.67472 1.57697 0.19107
C 0.20848 -1.64405 -3.53136
Cl -1.49280 -2.17897 -3.69918
Cl 1.10031 -2.37695 -2.08928
H 0.76877 -1.79599 -4.45391
H 0.24029 -0.59045 -3.25387
C -0.25111 -3.35030 -0.47189
Cl -1.62263 -2.22805 -0.74203
Cl 0.51271 -2.72372 0.97792
H -0.66122 -4.35400 -0.36009
H 0.51457 -3.25285 -1.24152
*
```

=====

Most stable to least stable, the ends of the list are P) and Q).

=====

P) One molecule with the formula C9H12O, computed with ωB97M-V/def2-TZVPD.

HOMO level (Eh): -0.307
SMILES: C[C@@H]1c2occc2C1(C)C

```
! wB97M-V def2-TZVPD RIJCOSX def2/J DEFGRID3
* xyz 0 1
C -0.64687 -2.26958 -0.06339
C -0.25985 -0.96316 -0.67133
C 1.15385 -0.45600 -0.43389
O 2.41004 -0.92837 -0.17639
C 2.97754 0.18536 0.39700
C 2.25965 1.30231 0.44502
C 0.99946 0.84335 -0.12627
C -0.81331 0.43580 -0.06989
C -1.33503 0.57855 1.35626
C -1.47056 1.23051 -1.17751
H 0.22230 -2.99393 -0.26807
H -1.61632 -2.69348 -0.58257
H -0.75043 -2.17873 0.98692
H -0.44192 -0.95098 -1.70025
H 4.02464 0.12846 0.64688
H 2.80665 2.25141 0.65893
H -1.13446 1.65788 1.67730
H -0.90526 0.14499 2.20077
H -2.38506 0.43951 1.44357
H -1.13326 2.32776 -1.18162
H -2.62336 1.12136 -1.12016
H -1.33844 0.78697 -2.24133
*
```

=====

Q) C9H12O as an isolated structure, computed with ωB97M-V/def2-TZVPD.

HOMO level (alpha / beta) (Eh): -0.298 / -0.298

```
! wB97M-V def2-TZVPD RIJCOSX def2/J DEFGRID3
* xyz 0 1
C -3.72905 -0.35619 2.63636
C -3.66751 -1.72897 2.13602
C -2.73861 0.33283 1.99176
C -2.51600 -2.04086 1.42909
C -0.22399 0.06155 -0.70050
C 1.10402 0.16795 -0.61325
C -2.36223 -0.70318 1.13215
C 3.99848 0.99298 -2.53966
C 3.25978 1.12343 -1.22280
O 1.84169 0.87516 -1.48998
H -4.54960 0.00009 3.30204
H -4.40004 -2.49817 2.20374
H -2.79077 1.47467 1.94922
H -2.52273 -2.90114 0.78561
H -0.68241 0.42858 -1.57255
H -0.82243 -0.46708 0.14690
H 1.54901 -0.12080 0.35513
H 5.05290 0.96516 -2.32713
H 3.64974 0.01659 -3.04802
H 3.61661 1.90157 -3.20401
H 3.39026 2.09567 -0.77684
H 3.54289 0.38015 -0.57329
*
```

=====

Most stable to least stable, the ends of the list are P) and Q).

=====

P) A 2-piece molecular cluster, C2H4O4S overall, computed with ωB97M-V/def2-TZVPD.

HOMO level (Eh): -0.295

```
! wB97M-V def2-TZVPD RIJCOSX def2/J DEFGRID3
* xyz 0 1
C -0.04779 1.14674 -1.88702
C 0.14622 0.43215 -0.45735
O -1.03172 -2.29237 2.02168
O 1.01783 -0.93941 2.22307
O -0.63227 -0.56240 -0.09047
O 1.32681 0.53131 0.01528
S -0.39097 -1.04086 2.23606
H -1.05794 1.38972 -2.20179
H 0.60735 1.92075 -1.89124
H -1.50130 -0.45365 -0.56918
H 1.56378 -0.13197 0.60095
*
```

=====

Q) A 2-piece molecular cluster, C2H4O4S overall, computed with ωB97M-V/def2-TZVPD.

HOMO level (Eh): -0.366

```
! wB97M-V def2-TZVPD RIJCOSX def2/J DEFGRID3
* xyz 0 1
C 1.12396 -0.50732 0.33280
C 2.41501 -0.48005 -0.30197
O -2.99146 0.39918 0.68590
O -0.17315 0.58603 -1.84081
O 0.51771 0.73938 0.60348
O 3.27246 -1.31843 -0.30234
S -0.41926 0.03758 -0.53888
H 0.85230 -1.43063 0.94642
H 2.48574 0.55022 -0.81162
H -3.13478 1.39529 0.43126
H -3.94854 0.02875 0.79576
*
```

=====

Most stable to least stable, the ends of the list are Q) and P).

=====

P) A 5-piece molecular cluster, CH11NO5 overall, computed with ωB97M-V/def2-TZVPD.

HOMO level (Eh): -0.365
SMILES: NC=O.O.O.O.O

```
! wB97M-V def2-TZVPD RIJCOSX def2/J DEFGRID3
* xyz 0 1
N 0.10182 1.22024 0.52354
C -0.78753 2.02777 -0.10747
O -1.41388 1.71927 -1.09783
H 0.76513 1.62491 1.17478
H 0.50963 0.38695 0.12471
H -0.97540 2.98664 0.38766
O 0.11977 0.67117 3.76505
H -0.61258 1.24556 3.98609
H -0.28130 -0.19009 3.70657
O 1.79381 -1.76923 0.04744
H 1.86948 -1.48516 -0.87309
H 2.68021 -2.12195 0.21015
O -0.77581 -2.57826 -1.31061
H -0.21160 -2.59391 -0.54305
H -1.60231 -2.95633 -1.04939
O 0.56852 -0.26566 -2.13064
H 0.14153 0.59994 -2.22845
H -0.14944 -0.91266 -2.21920
*
```

=====

Q) A 5-piece molecular cluster, CH11NO5 overall, computed with ωB97M-V/def2-TZVPD.

HOMO level (Eh): -0.378
SMILES: NC=O.O.O.O.O

```
! wB97M-V def2-TZVPD RIJCOSX def2/J DEFGRID3
* xyz 0 1
N -1.12659 -2.05312 0.93786
C -0.94863 -0.77429 1.35987
O -1.68365 0.16279 1.13577
H -0.25983 -2.57965 0.97111
H -1.86035 -2.49220 0.41331
H -0.12914 -0.71687 2.09149
O 1.55764 -2.06372 0.56843
H 2.31984 -2.61469 0.35773
H 1.90806 -1.17105 0.43883
O 1.54043 1.07400 -0.52272
H 0.81545 0.45781 -0.36457
H 1.42875 1.29398 -1.45821
O -0.23802 3.42454 0.23434
H 0.36558 2.68149 0.11538
H -1.06664 3.02795 0.52349
O 0.16316 0.10952 -2.90884
H -0.07426 -0.45515 -2.17281
H -0.32567 -0.17222 -3.68378
*
```

=====

R) A 5-piece molecular cluster, CH11NO5 overall, computed with ωB97M-V/def2-TZVPD.

HOMO level (Eh): -0.368
SMILES: NC=O.O.O.O.O

```
! wB97M-V def2-TZVPD RIJCOSX def2/J DEFGRID3
* xyz 0 1
N 1.24837 1.76567 0.90743
C 1.08621 3.10846 0.42433
O 1.14653 4.15636 1.09863
H 1.51970 1.05339 0.27345
H 1.42888 1.74157 1.91268
H 0.70323 3.29644 -0.61952
O -1.00209 -0.76677 0.40248
H -0.17791 -0.43529 0.84006
H -1.21335 -1.60080 0.78778
O -0.70752 -3.38902 0.91978
H -1.17637 -4.24339 1.06938
H 0.21943 -3.74484 0.87559
O -1.32754 1.50861 -1.88302
H -2.27948 1.38601 -1.65043
H -0.94670 0.81893 -1.22208
O 0.85493 -1.62703 -1.34432
H 0.32038 -0.97970 -0.86536
H 0.30330 -2.04860 -1.92687
*
```

=====

Most stable to least stable, the ends of the list are P) and R).

=====

P) A 2-piece molecular cluster, C5H15NO2 overall, computed with ωB97M-V/def2-TZVPD.

HOMO level (alpha / beta) (Eh): -0.551 / -0.551
<S²>: 0.7549

```
! wB97M-V def2-TZVPD RIJCOSX def2/J DEFGRID3
* xyz 1 2
C 0.20115 2.63496 1.04180
C 1.17695 1.52673 0.58101
N 0.49799 0.62665 -0.35848
C 0.78296 -1.37890 -1.68727
C 0.75899 -0.78165 -0.22747
C -0.50835 -1.43256 0.48891
O -0.39888 -2.75600 0.86567
H 0.03062 3.28395 0.19521
H -0.65563 2.04673 1.37455
H 0.63711 3.18108 1.88941
H 2.22640 1.84686 0.45604
H 1.42781 0.89021 1.45863
H 0.66480 0.88878 -1.33592
H -0.22160 -1.78404 -1.84059
H 0.90462 -0.63409 -2.47323
H 1.61191 -2.07210 -1.82078
H 1.74456 -1.05456 0.14195
H -1.32352 -1.42274 -0.24803
H -0.71774 -0.78691 1.35643
H -0.16716 -3.27860 0.07607
H -3.05347 -0.58954 -0.10365
H -2.37338 0.72527 0.10932
O -3.24611 0.32050 0.06040
*
```

=====

Q) A 2-piece molecular cluster, C5H15NO2 overall, computed with ωB97M-V/def2-TZVPD.

HOMO level (alpha / beta) (Eh): -0.545 / -0.545
<S²>: 0.7552

```
! wB97M-V def2-TZVPD RIJCOSX def2/J DEFGRID3
* xyz 1 2
C -0.47173 -0.28014 1.57082
O -0.14674 -1.45593 2.22223
C 0.36748 -0.35204 0.20203
C 0.44495 1.05723 -0.47651
C -0.88146 1.57699 -1.02111
C -0.98248 3.11751 -0.99240
N 0.00639 -1.36418 -0.71037
H -1.51790 -0.36432 1.23021
H -0.10439 0.61164 2.07574
H -0.15792 -1.35012 3.17332
H 1.37354 -0.63833 0.53198
H 0.81500 1.72798 0.31245
H 1.28468 1.09598 -1.17424
H -0.97703 1.15544 -2.02989
H -1.72368 1.06901 -0.55550
H 0.04704 3.46672 -0.95037
H -1.46920 3.51025 -0.10165
H -1.51809 3.48098 -1.86240
H 0.76308 -1.92097 -1.06458
H -0.97762 -1.59674 -0.81157
H 1.83536 -4.93996 0.45291
H 1.70895 -3.46351 -0.15592
O 2.28177 -4.14349 0.13484
*
```

=====

Most stable to least stable, the ends of the list are Q) and P).

=====

P) A 2-piece molecular cluster, C5H10O3 overall, computed with ωB97M-V/def2-TZVPD.

HOMO level (Eh): -0.349
SMILES: CCC(=O)O.CC=O

```
! wB97M-V def2-TZVPD RIJCOSX def2/J DEFGRID3
* xyz 0 1
C 0.32742 -1.71614 -0.71064
C -0.50019 -1.18633 0.44632
C -1.89372 -0.31788 0.08215
O -2.58385 0.00720 1.00781
O -1.97789 0.02585 -1.15591
H -0.30481 -2.03028 -1.54104
H 1.04275 -0.99277 -1.09672
H 0.90223 -2.58807 -0.39677
H 0.07300 -0.79686 1.28627
H -1.05855 -2.01861 0.88681
H -0.91767 0.40044 -1.53997
C 1.51262 1.54636 0.76374
C 0.28740 1.61295 -0.07582
O 0.23510 1.24929 -1.26682
H 1.22659 1.31500 1.78769
H 1.98016 2.53148 0.78757
H 2.21549 0.80534 0.39049
H -0.56609 2.15300 0.34487
*
```

=====

Q) C5H10O3 as an isolated structure, computed with ωB97M-V/def2-TZVPD.

HOMO level (Eh): -0.316

```
! wB97M-V def2-TZVPD RIJCOSX def2/J DEFGRID3
* xyz 0 1
C 2.40721 -0.36875 0.12120
C 0.15232 0.21605 -0.22557
C 0.70867 1.52340 -0.42365
C -1.33021 0.24147 0.22916
C -1.82706 -1.08706 -0.38984
H 2.21474 0.75835 0.78614
H 3.06275 -0.60181 -1.02544
H 2.87322 -1.03735 1.01029
H 0.14576 2.48314 -0.06040
H 1.67413 1.66039 -0.65295
H -0.93159 0.16400 1.25935
H -2.22325 1.91943 0.59139
H -1.55171 -0.69832 -1.43970
H -2.81269 -1.29898 -0.11842
H -0.17282 -1.91500 0.29002
O 0.88367 -0.93403 -0.03631
O -2.23718 1.15236 0.09099
O -1.03597 -2.17730 -0.00627
*
```

=====

R) A 2-piece molecular cluster, C5H10O3 overall, computed with ωB97M-V/def2-TZVPD.

HOMO level (alpha / beta) (Eh): -0.277 / -0.277

```
! wB97M-V def2-TZVPD RIJCOSX def2/J DEFGRID3
* xyz 0 1
C 2.04172 -1.05244 0.07545
C 0.75928 -1.34252 -0.10291
C 0.77179 1.59052 0.78398
C -2.65664 -0.28006 0.14271
C -0.25036 -0.46197 0.27177
O -0.09023 0.60223 -2.04580
O -0.18521 0.65843 0.89772
O -1.42437 -1.08948 0.17816
H 2.66489 -1.80290 -0.37537
H 2.40587 -0.07998 0.22811
H 0.48908 -2.34541 -0.44013
H 1.48068 1.40831 1.56126
H 0.46441 2.52319 1.02545
H 1.25343 1.47531 -0.13910
H -3.28057 -0.41513 1.08960
H -3.10780 -0.53487 -0.86075
H -2.25919 0.71413 -0.04564
H 0.92321 0.43267 -2.24450
*
```

=====

Most stable to least stable, the ends of the list are P) and Q).

=====

P) A 2-piece molecular cluster, CH2NOS3 overall, computed with ωB97M-V/def2-TZVPD.

HOMO level (Eh): -0.072

```
! wB97M-V def2-TZVPD RIJCOSX def2/J DEFGRID3
* xyz -1 1
C -1.41359 1.03272 -1.24230
N 0.80847 -0.00112 0.25022
O -2.05621 1.07901 -0.26815
S -0.44420 1.13469 -2.44334
S 0.59135 -2.16846 2.11052
S 0.94537 -0.22133 1.93757
H -0.02867 -0.29670 -0.27486
H 1.59748 -0.55882 -0.06966
*
```

=====

Q) A 2-piece molecular cluster, CH2NOS3 overall, computed with ωB97M-V/def2-TZVPD.

HOMO level (Eh): -0.082

```
! wB97M-V def2-TZVPD RIJCOSX def2/J DEFGRID3
* xyz -1 1
C -3.16451 0.10087 0.63982
N 0.26513 -0.10272 0.07212
O -2.59400 0.16554 1.68848
S -3.97865 -0.18704 -0.66269
S -0.19775 3.07040 -0.15816
S -0.80905 1.26840 -0.65105
H 0.42625 0.20876 1.11874
H 1.15043 0.01033 -0.24747
*
```

=====

Most stable to least stable, the ends of the list are P) and Q).

=====

P) An isolated ion of composition C7H13N2O and charge +1, computed with ωB97M-V/def2-TZVPD.

HOMO level (Eh): -0.518
SMILES: [H]/N=C/C/C=C\C(=[NH+]/C)OC

```
! wB97M-V def2-TZVPD RIJCOSX def2/J DEFGRID3
* xyz 1 1
H 1.23484 0.71761 2.44454
N 1.09584 0.31298 1.57333
C 2.12808 0.54170 0.90966
C 2.30610 0.05958 -0.50594
C 1.14306 0.20769 -1.47034
C -0.17426 0.13928 -1.22375
C -0.96319 -0.28081 -0.10334
N -1.96602 0.48819 0.28866
C -2.31739 1.92343 -0.03683
O -1.05896 -1.39868 0.57087
C -0.35737 -2.62476 0.38107
H 3.11735 0.93501 1.29196
H 2.33362 -0.98975 -0.52129
H 3.18842 0.62796 -0.95688
H 1.32877 0.70849 -2.42813
H -0.98113 0.41447 -2.03134
H -2.34596 0.14523 1.20302
H -2.62768 2.54581 0.80733
H -1.27047 2.31560 -0.39608
H -3.06737 1.93028 -0.89766
H -1.13867 -3.27643 0.08086
H 0.08416 -2.85885 1.40757
H 0.30823 -2.58405 -0.38728
*
```

=====

Q) An isolated ion of composition C7H13N2O and charge +1, computed with ωB97M-V/def2-TZVPD.

HOMO level (alpha / beta) (Eh): -0.459 / -0.490

```
! wB97M-V def2-TZVPD RIJCOSX def2/J DEFGRID3
* xyz 1 1
C 1.73528 0.30502 0.30694
C 1.12734 1.61436 0.66814
C -0.04548 1.72195 -0.23036
C -1.62481 -0.61787 0.74636
C -1.52890 -0.33182 -0.75296
C -0.56635 -1.43270 1.27113
C -0.23441 0.44691 -1.00499
N 1.31004 -1.47685 -1.15567
N 0.86682 -0.30021 -0.59066
O 2.75250 -0.26937 0.58069
H 0.84998 1.65529 1.83604
H 1.82380 2.52866 0.66281
H -0.86445 2.20022 0.32089
H 0.12776 2.61657 -1.00768
H -1.90718 0.16287 1.40782
H -2.55832 -1.25481 0.78126
H -1.48086 -1.16590 -1.37290
H -2.37347 0.36532 -1.10228
H -0.06688 -1.29026 2.21624
H -0.19893 -2.28501 0.74886
H -0.15510 0.68327 -2.15700
H 2.22287 -1.66937 -0.57559
H 0.78878 -2.20628 -1.59706
*
```

=====

Most stable to least stable, the ends of the list are P) and Q).